No. 1
Here is an isolated molecule of C5H8O2 from the OMol25 dataset. Energies are from ωB97M-V/def2-TZVPD.

Results
HOMO level (Ha): -0.353
DFT total energy (eV): -9407.3777
LUMO (eV): 0.78
Gap between HOMO and LUMO (eV): 10.39
ΔE to the lowest compared entry with this formula, charge and spin (kcal/mol): 56.60

CARTESIAN COORDINATES (ANGSTROEM)
1 C 1.826 -0.167 0.433
2 C 0.506 -0.463 -0.257
3 C 0.335 -1.206 -1.343
4 C -0.672 0.189 0.400
5 O -1.280 -0.615 1.353
6 C -1.432 1.338 -0.090
7 O -0.260 1.552 0.664
8 H 2.589 0.160 -0.280
9 H 2.204 -1.052 0.957
10 H 1.705 0.631 1.171
11 H 1.166 -1.586 -1.929
12 H -0.668 -1.454 -1.680
13 H -2.237 -0.567 1.214
14 H -1.493 1.625 -1.134
15 H -2.290 1.615 0.521

Atom charges from the natural (NBO) analysis, given in e for atoms 1 to 5:
1 C -0.65
2 C -0.01
3 C -0.38
4 C 0.43
5 O -0.69

---

No. 2
Here is H4IO2Zn2 as an isolated structure in a non-equilibrium geometry from the OMol25 dataset. Energies are from ωB97M-V/def2-TZVPD.

Results
Total charge: +3
HOMO level (Ha): -0.744
DFT total energy (eV): -109059.5531
LUMO (eV): -17.03
Gap between HOMO and LUMO (eV): 3.21
ΔE to the lowest compared entry with this formula, charge and spin (kcal/mol): 0.00

CARTESIAN COORDINATES (ANGSTROEM)
1 Zn 0.406 -1.244 1.944
2 Zn -1.606 0.715 -2.656
3 I -0.537 0.531 -0.203
4 O 2.206 2.920 -1.104
5 H 2.706 2.419 -1.766
6 H 1.467 2.360 -0.849
7 O -1.177 -2.475 1.645
8 H -1.783 -3.106 2.095
9 H -1.683 -2.119 0.894

Atom charges from the natural (NBO) analysis, given in e for atoms 1 to 5:
1 Zn 1.75
2 Zn 1.59
3 I -0.44
4 O -0.87
5 H 0.49

---

No. 3
Here is a 2-piece molecular cluster, C3H7O2 overall in a non-equilibrium geometry from the OMol25 dataset. Energies are from ωB97M-V/def2-TZVPD.

Results
Total charge: -1
HOMO level (Ha): -0.103
DFT total energy (eV): -7318.9185
LUMO (eV): 4.11
Gap between HOMO and LUMO (eV): 6.91
ΔE to the lowest compared entry with this formula, charge and spin (kcal/mol): 46.88

CARTESIAN COORDINATES (ANGSTROEM)
1 C 0.345 -1.812 -1.284
2 O 0.969 -1.221 -0.187
3 H 0.286 -2.885 -1.085
4 H -0.681 -1.472 -1.428
5 H 0.964 -1.661 -2.171
6 O -2.052 1.197 1.645
7 C -0.826 1.224 1.449
8 C -0.036 1.718 0.384
9 H -0.146 0.712 2.194
10 H 0.652 -0.279 -0.041
11 H 1.005 1.898 0.654
12 H -0.481 2.581 -0.130

Atom charges from the natural (NBO) analysis, given in e for atoms 1 to 5:
1 C -0.23
2 O -0.79
3 H 0.15
4 H 0.17
5 H 0.14

---

No. 4
Here is a 7-piece molecular cluster, C25H65BNO8 overall in a non-equilibrium geometry from the OMol25 dataset. Energies are from ωB97M-V/def2-TZVPD.

Results
Total charge: +1
HOMO level (Ha): -0.428
DFT total energy (eV): -45519.7672
LUMO (eV): -3.27
Gap between HOMO and LUMO (eV): 8.38

CARTESIAN COORDINATES (ANGSTROEM)
1 C 0.790 0.997 0.855
2 C 0.814 1.609 -0.345
3 N -0.345 2.313 -0.937
4 B -1.540 1.398 -1.284
5 O -1.792 0.247 -0.614
6 O -2.227 1.804 -2.370
7 C -3.577 2.251 -2.132
8 C -0.748 3.561 -0.176
9 C -1.430 3.281 1.145
10 C 0.438 4.513 -0.064
11 C 0.306 5.580 -1.163
12 H 0.101 0.218 1.159
13 H 1.523 1.306 1.592
14 H 1.691 1.544 -0.977
15 H -0.027 2.651 -1.855
16 H -2.144 0.406 0.271
17 H -4.205 1.443 -1.760
18 H -3.984 2.579 -3.081
19 H -3.618 3.093 -1.443
20 H -1.485 4.064 -0.800
21 H -2.379 2.748 1.058
22 H -1.666 4.251 1.577
23 H -0.785 2.781 1.864
24 H 1.388 4.008 -0.228
25 H 0.502 4.973 0.917
26 H -0.426 6.324 -0.862
27 H 1.268 6.041 -1.355
28 H -0.011 5.079 -2.071
29 C 2.740 -3.338 1.983
30 C 3.554 -2.056 1.905
31 C 4.805 -2.142 2.764
32 O 2.756 -0.941 2.311
33 H 2.415 -3.519 3.012
34 H 1.844 -3.263 1.364
35 H 3.320 -4.198 1.650
36 H 3.834 -1.865 0.867
37 H 4.535 -2.288 3.814
38 H 5.377 -1.217 2.700
39 H 5.443 -2.969 2.453
40 H 2.490 -1.080 3.230
41 C -1.091 -1.313 3.835
42 C 0.014 -1.777 4.771
43 C -0.557 -2.380 6.042
44 O 0.881 -0.681 5.090
45 H -1.696 -0.539 4.316
46 H -0.663 -0.883 2.928
47 H -1.746 -2.138 3.554
48 H 0.636 -2.516 4.261
49 H -1.147 -1.639 6.588
50 H 0.244 -2.706 6.704
51 H -1.198 -3.235 5.827
52 H 0.349 -0.018 5.544
53 C -4.023 2.044 -6.325
54 C -2.568 1.773 -6.668
55 C -2.319 0.293 -6.907
56 O -1.705 2.223 -5.619
57 H -4.305 1.508 -5.412
58 H -4.183 3.108 -6.145
59 H -4.687 1.724 -7.128
60 H -2.290 2.348 -7.551
61 H -2.553 -0.277 -6.003
62 H -1.266 0.126 -7.136
63 H -2.918 -0.097 -7.730
64 H -1.916 1.727 -4.819
65 C 1.470 -0.878 -3.473
66 C 0.537 -2.042 -3.171
67 C -0.664 -2.041 -4.103
68 O 0.102 -1.982 -1.810
69 H 0.946 0.076 -3.333
70 H 2.325 -0.887 -2.796
71 H 1.839 -0.917 -4.499
72 H 1.081 -2.981 -3.269
73 H -1.239 -1.116 -3.979
74 H -1.331 -2.870 -3.870
75 H -0.361 -2.120 -5.148
76 H -0.394 -1.166 -1.689
77 C -1.950 -7.104 8.026
78 C -1.160 -5.809 7.918
79 C 0.111 -5.864 8.751
80 O -1.967 -4.704 8.326
81 H -2.253 -7.279 9.062
82 H -2.858 -7.048 7.425
83 H -1.362 -7.958 7.690
84 H -0.904 -5.624 6.873
85 H -0.132 -6.003 9.808
86 H 0.667 -4.929 8.665
87 H 0.758 -6.684 8.435
88 H -2.209 -4.842 9.248
89 C 2.733 4.522 -5.637
90 C 2.519 3.995 -4.229
91 C 2.850 2.514 -4.131
92 O 1.161 4.222 -3.823
93 H 2.082 4.000 -6.343
94 H 2.489 5.582 -5.689
95 H 3.766 4.386 -5.955
96 H 3.140 4.556 -3.529
97 H 2.202 1.933 -4.794
98 H 2.690 2.150 -3.113
99 H 3.886 2.319 -4.406
100 H 0.592 3.736 -4.435

Atom charges from the Löwdin analysis, given in e for atoms 1 to 5:
1 C 0.09
2 C -0.09
3 N 0.09
4 B -0.70
5 O 0.23